Computed, not measured: a 2-piece molecular cluster, C9H14N4 overall in a non-equilibrium geometry, with ωB97M-V with the def2-TZVPD basis set.

## Properties
SMILES: C1=CCC2=CCCC2=C1.[H]/N=N\NN

Each line ends with the Mulliken charge.
Positions of all 27 atoms, in Å:
C -2.52 0.17 -0.71  -0.341
C -2.46 0.34 0.61  -0.482
C -1.60 -0.51 1.46  -0.554
C -0.46 -1.11 0.59  0.248
C 0.86 -1.30 0.93  -0.596
C 1.58 -2.05 -0.25  -0.697
C 0.49 -2.16 -1.32  -0.973
C -0.67 -1.36 -0.76  0.579
C -1.84 -0.91 -1.38  -0.784
H -3.10 0.90 -1.30  0.324
H -3.17 1.02 1.01  0.377
H -1.14 0.05 2.27  0.351
H -2.15 -1.34 2.03  0.309
H 1.28 -0.97 1.91  0.347
H 2.08 -2.90 0.15  0.436
H 2.36 -1.46 -0.70  0.245
H 0.22 -3.14 -1.33  0.289
H 0.54 -1.74 -2.31  0.462
H -1.99 -1.13 -2.39  0.462
H 1.75 4.23 1.99  0.188
N 1.82 3.19 2.13  -0.787
N 1.34 2.41 1.27  0.336
N 0.83 2.82 0.21  -0.053
N 0.34 2.03 -0.83  -0.600
H 0.63 3.84 0.06  0.248
H 1.27 1.62 -1.09  0.312
H -0.39 1.39 -0.58  0.356



Computed, not measured: a 8-piece molecular cluster, C10H36N6O8 overall in a non-equilibrium geometry, with ωB97M-V with the def2-TZVPD basis set.

## Properties
SMILES: NC(N)=O.NC(N)=O.NC(N)=O.CCO.CCO.CO.CO.CO

Each line ends with the Mulliken charge.
Positions of all 60 atoms, in Å:
N -1.83 0.59 0.94  0.058
C -3.12 0.58 0.70  0.303
N -3.29 0.07 -0.47  -0.062
O -4.07 0.94 1.62  -0.752
H -1.46 0.94 1.90  -0.154
H -1.14 0.76 0.18  -0.046
H -4.26 0.13 -0.82  0.259
H -2.42 -0.05 -1.06  0.310
N -1.60 -2.06 1.28  -0.087
C -0.52 -2.70 1.33  0.291
N 0.59 -2.14 1.16  0.220
O -0.57 -4.02 1.64  -0.863
H -2.49 -2.53 1.54  0.264
H -1.71 -1.04 1.08  0.328
H 1.34 -2.65 1.74  0.263
H 0.67 -1.17 0.98  -0.121
N 2.96 1.77 2.25  -0.320
C 1.70 1.46 2.27  0.299
N 1.02 2.09 3.22  -0.335
O 1.10 0.42 1.56  -0.453
H 3.62 1.33 1.58  0.183
H 3.45 2.28 2.98  0.205
H 0.03 1.78 3.23  0.208
H 1.30 2.89 3.79  0.202
C 4.52 -0.29 -1.94  -1.586
C 3.74 -0.17 -0.71  0.253
O 2.91 -1.29 -0.50  -0.528
H 5.38 -0.84 -1.84  0.421
H 4.60 0.69 -2.32  0.397
H 3.93 -0.78 -2.72  0.260
H 3.07 0.70 -0.75  0.263
H 4.51 -0.21 0.01  0.218
H 2.44 -1.06 0.31  0.251
C -2.65 4.08 1.67  -1.116
C -1.18 4.31 1.31  0.473
O -0.50 4.92 2.40  -0.552
H -3.19 3.63 0.87  0.320
H -2.98 5.14 1.96  0.319
H -2.76 3.41 2.53  0.310
H -0.89 4.80 0.31  0.271
H -0.76 3.31 1.15  -0.306
H 0.45 4.89 2.28  0.291
C 0.27 0.81 -1.46  -1.333
O -0.82 -0.04 -1.74  -0.582
H 0.58 1.10 -2.44  0.445
H 0.91 0.24 -0.87  0.537
H 0.03 1.76 -0.99  0.520
H -0.55 -0.89 -2.03  0.338
C 1.02 -2.98 -3.60  -0.752
O 0.73 -2.21 -2.46  -0.387
H 2.08 -2.96 -3.84  0.265
H 0.50 -2.75 -4.55  0.308
H 0.69 -3.98 -3.30  0.275
H 1.47 -2.37 -1.87  0.205
C -2.97 -3.14 -1.63  -0.227
O -2.84 -4.41 -1.04  -0.493
H -3.93 -2.65 -1.53  0.258
H -2.80 -3.11 -2.76  0.261
H -2.24 -2.51 -1.10  -0.098
H -2.08 -4.86 -1.41  0.300



Computed, not measured: C18H16NPtS4 as an isolated structure in a non-equilibrium geometry, with ωB97M-V with the def2-TZVPD basis set.

## Properties
Net charge: +1

Each line ends with the Mulliken charge.
Positions of all 40 atoms, in Å:
Pt 2.70 1.07 -0.05  0.615
S 5.98 0.51 2.93  -0.063
C 4.69 0.40 1.90  0.180
S 4.82 0.06 0.20  -0.078
S 3.04 0.59 2.38  -0.092
C -0.29 -3.98 -0.18  -2.092
C -1.71 -3.40 -0.19  1.967
C -2.44 -3.89 1.07  -1.558
C -2.44 -3.91 -1.44  -1.557
C -1.72 -1.89 -0.20  0.386
C -2.97 -1.22 -0.15  -0.548
C -3.07 0.15 -0.16  -1.280
C -1.90 0.90 -0.22  1.116
S -1.70 2.62 -0.25  -0.288
C 0.03 2.39 -0.30  1.006
N 0.41 1.13 -0.31  -0.435
C -0.64 0.26 -0.27  -1.328
C -0.56 -1.13 -0.26  0.061
C 0.99 3.46 -0.29  1.137
C 0.62 4.81 -0.24  -0.690
C 1.60 5.79 -0.18  -0.784
C 2.94 5.44 -0.20  -0.539
C 3.32 4.11 -0.27  -0.502
C 2.36 3.11 -0.30  -0.326
H -0.36 -5.07 -0.16  0.431
H 0.26 -3.67 0.70  0.429
H 0.26 -3.70 -1.07  0.406
H -2.42 -4.98 1.10  0.448
H -3.48 -3.57 1.09  0.340
H -1.95 -3.51 1.96  0.389
H -2.42 -4.99 -1.46  0.441
H -1.96 -3.54 -2.34  0.388
H -3.48 -3.58 -1.45  0.350
H -3.87 -1.80 -0.11  0.422
H -4.04 0.63 -0.12  0.405
H 0.42 -1.58 -0.32  0.557
H -0.42 5.07 -0.24  0.410
H 1.31 6.82 -0.12  0.419
H 3.70 6.21 -0.15  0.411
H 4.38 3.86 -0.31  0.447



Computed, not measured: a 2-piece molecular cluster, C5H11NO overall in a non-equilibrium geometry, with ωB97M-V with the def2-TZVPD basis set.

Each line ends with the Mulliken charge.
Positions of all 18 atoms, in Å:
C -2.32 0.83 -0.40  -0.900
C -1.15 0.54 -0.84  0.361
C -0.09 0.67 -1.74  -0.896
C 0.15 -2.10 0.59  -0.740
C 1.58 1.02 1.23  -0.669
N 0.20 -0.80 0.90  -0.349
O 1.31 -0.20 0.49  -0.066
H -2.54 0.49 0.60  0.245
H -3.00 1.29 -1.02  0.375
H -0.46 0.47 -2.74  0.377
H 0.59 -0.11 -1.49  0.295
H 0.50 1.61 -1.69  0.241
H 0.05 -2.48 -0.49  0.236
H 1.04 -2.71 0.98  0.311
H -0.75 -2.40 1.15  0.294
H 0.97 1.89 1.01  0.282
H 2.56 1.27 1.20  0.318
H 1.35 0.73 2.27  0.286



no.,DFT total energy (a.u.)
1,-570.1690
2,-1332.9335
3,-2462.0657
4,-326.8503